No. 1
A molecular structure, C8H12N5S in a non-equilibrium geometry, computed with ωB97M-V with the def2-TZVPD basis set.

The geometry in XYZ format:
```
26
Properties=species:S:1:pos:R:3:forces:R:3
C -0.100950 -1.577149 1.165565 -1.385 -0.620 -0.190
C -1.545111 -1.862088 -0.774142 1.532 -1.555 0.695
C -0.635218 -2.747735 1.767599 -0.696 0.508 -2.389
C -1.980703 -3.063883 -0.137803 2.106 1.718 1.575
C -0.487098 -1.156240 -0.126851 -2.014 -0.536 1.155
C 2.205561 2.824286 -1.519966 -0.599 0.069 -0.422
C -0.698002 2.229470 2.219488 1.536 2.234 -1.209
C 0.057075 0.134204 -0.669992 -0.522 0.647 -3.749
N -1.510999 -3.515247 1.077072 -0.680 1.015 -1.091
N -0.697947 1.233968 1.235029 0.158 -0.828 -2.088
N -0.053070 1.357362 0.167367 -2.643 -1.204 3.460
N 1.436539 0.054134 -0.826925 2.726 -0.655 -2.005
N 1.875662 -0.009762 -2.113184 -2.263 1.305 1.254
S 2.674739 2.030139 -2.779475 0.275 0.887 0.468
H 0.404926 -0.873339 1.776510 1.015 0.147 0.407
H -1.857702 -1.763698 -1.828380 0.070 0.646 0.773
H -0.426156 -3.066684 2.786442 0.230 0.122 -0.274
H -2.758131 -3.567474 -0.646459 -0.583 -1.076 -0.058
H 2.162165 3.936846 -1.440845 0.391 -0.911 -0.006
H -0.182102 3.180406 1.800982 -0.959 -1.176 1.268
H -0.202682 1.802154 3.073840 0.673 -0.105 0.438
H -1.701367 2.342059 2.586349 -0.627 0.416 -0.186
H -0.461900 0.366809 -1.733640 0.586 -0.256 2.228
H 0.653808 2.089559 0.043696 0.575 0.501 -0.780
H 1.126514 0.224836 -2.864273 1.765 -1.542 1.168
H 2.702148 -0.602933 -2.238005 -0.670 0.247 -0.445
```
Forces are in eV/Å.

HOMO-LUMO gap (spin up / spin down) = 0.240 / 0.236 Eh
Max |F| = 4.517 eV Å⁻¹
Energy relative to the best compared isomer or geometry (same formula, charge and spin) = 724.29 kJ/mol
2S+1 = 1
HOMO level (spin up / spin down) = -11.547 / -11.477 eV
Total charge = +1

No. 2
13 unconnected molecules or ions with the total composition H26O13, computed with ωB97M-V with the def2-TZVPD basis set.

The geometry in XYZ format:
```
39
Properties=species:S:1:pos:R:3:forces:R:3
O -0.319681 -0.373813 -2.502034 -0.162 0.044 0.046
H -0.850969 -0.334816 -3.304574 0.019 -0.053 0.088
H -0.835713 0.116822 -1.839869 0.023 -0.040 -0.063
O -0.342547 0.327395 0.500736 0.086 -0.122 -0.179
H 0.312405 1.029093 0.564924 0.239 -0.160 -0.159
H 0.160071 -0.443114 0.201915 0.022 -0.010 0.249
O -1.064605 2.996871 1.853577 0.182 -0.195 -0.405
H -0.616284 2.656664 1.050585 -0.560 0.273 0.660
H -0.599476 3.812824 2.074312 -0.018 -0.104 0.159
O 1.328560 -2.997014 -1.984979 0.005 0.067 -0.024
H 0.881711 -2.160241 -2.166406 -0.246 -0.213 -0.046
H 1.293069 -3.477911 -2.818091 0.033 0.036 0.045
O -2.330531 1.771346 -1.361603 -0.041 -0.094 -0.092
H -2.040574 1.496241 -0.476982 -0.087 -0.105 -0.058
H -2.083660 2.699469 -1.420105 -0.153 -0.141 0.103
O 2.476510 -0.010022 -2.518726 -0.013 -0.199 0.269
H 2.318940 0.365106 -3.389083 -0.028 -0.040 0.011
H 1.618005 -0.389765 -2.258056 0.320 0.552 -0.341
O 1.458438 2.741916 3.477581 -0.109 0.072 -0.090
H 1.899372 2.456827 2.670765 0.035 -0.071 0.099
H 0.584427 2.330717 3.435844 0.116 0.008 -0.025
O 2.901034 -1.095869 0.236594 0.295 0.331 -0.190
H 3.207759 -1.191217 -0.677217 -0.196 -0.020 0.051
H 3.652273 -0.716977 0.708001 -0.042 -0.024 -0.076
O -0.308124 -3.888982 0.855494 0.149 -0.114 0.088
H -0.642039 -4.610568 0.315905 0.065 0.034 -0.032
H -0.585966 -3.089606 0.392903 -0.254 -0.024 0.055
O -3.042349 0.486800 1.350677 -0.065 0.197 0.292
H -3.275623 1.410282 1.499112 0.007 -0.041 0.004
H -2.373542 0.291825 2.022960 -0.032 0.061 -0.177
O 1.717968 -2.356078 2.430560 0.125 0.304 -0.001
H 2.070973 -1.774085 1.734485 -0.237 -0.655 0.199
H 1.426746 -3.153057 1.967324 -0.128 0.158 -0.059
O 0.125800 3.001914 -0.612400 0.203 0.561 -0.069
H -0.023994 3.120419 -1.557696 0.192 -0.273 0.007
H 0.060994 3.891885 -0.243791 0.175 0.063 -0.188
O -2.412570 -1.871664 0.021690 0.165 0.083 -0.245
H -2.562269 -0.941105 0.256902 -0.119 -0.154 0.035
H -3.184522 -2.128517 -0.491223 0.034 0.007 0.060
```
Forces are in eV/Å.

HOMO-LUMO gap = 0.349 Eh
Max |F| = 0.908 eV Å⁻¹
Energy relative to the best compared isomer or geometry (same formula, charge and spin) = 177.98 kJ/mol
2S+1 = 1
HOMO level = -9.903 eV
Total charge = 0

No. 3
A molecular structure, C29H46BCl3N6O2Ta in a non-equilibrium geometry, computed with ωB97M-V with the def2-TZVPD basis set.

The geometry in XYZ format:
```
88
Properties=species:S:1:pos:R:3:forces:R:3
Ta -1.377471 -0.488107 -0.521345 2.582 -3.249 1.236
C -1.866486 3.602735 -3.946102 2.363 -0.540 -0.284
C -1.603571 2.092938 -3.674576 -0.871 0.483 -0.132
C -0.635062 1.358611 -4.596514 1.465 -0.008 2.007
C -1.193626 1.967675 -2.254658 -0.671 1.496 1.016
C -1.326825 2.990628 -1.274438 1.090 -0.252 0.220
C -0.694041 2.515679 -0.127545 -0.287 0.940 0.536
C -0.512348 3.243221 1.163464 0.530 1.188 0.918
C -0.303542 4.751594 0.934522 1.141 0.614 -2.080
C -1.657517 3.022420 2.175458 1.234 -1.824 1.389
N -0.160860 1.222267 -0.324640 -2.723 1.695 -1.122
N -0.568525 0.903508 -1.689090 1.099 -0.675 0.064
B 1.060625 0.612590 0.505760 1.276 -0.183 0.267
N 1.667995 -0.492970 -0.424137 -3.259 -0.317 0.008
N 0.664031 -1.436505 -0.927144 -1.898 2.178 1.988
C 1.158701 -2.086744 -1.969862 3.871 1.061 0.079
C 2.499718 -1.579797 -2.156044 -1.325 -0.724 -0.378
C 2.691624 -0.539563 -1.254368 1.595 -0.139 0.364
C 3.839549 0.420958 -1.027012 0.475 0.989 0.065
C 4.686467 0.564703 -2.291851 -1.659 -1.530 -0.347
C 4.854337 0.108716 0.148390 0.592 1.649 -0.110
C 0.486674 -3.205857 -2.643376 -0.179 -0.834 -1.031
C 1.369837 -3.868934 -3.748212 0.066 -0.794 0.854
C 0.076675 -4.310849 -1.636934 -1.370 -0.468 -2.503
N 0.377137 -0.104543 1.730296 -0.117 -1.434 -0.964
N -0.820169 -0.903970 1.467692 0.108 2.222 -0.621
C -1.075285 -1.580401 2.660978 -0.194 -0.343 -0.414
C -0.003588 -1.408808 3.495753 -0.208 0.235 -0.294
C 0.945290 -0.591731 2.847551 -1.144 0.737 -0.829
C 2.287847 -0.193163 3.308479 0.026 0.455 0.569
C 2.073015 1.158522 4.047530 -0.192 0.998 0.163
C 2.696780 -1.287373 4.292692 1.084 -0.485 1.294
C -2.310080 -2.398450 2.979931 1.551 0.948 2.675
C -3.308056 -1.553419 3.860529 1.023 -0.312 0.069
C -2.909622 -3.151642 1.856528 -1.955 -0.591 -0.488
H -2.185249 3.684625 -4.951784 -0.543 0.157 -1.017
H -2.615642 3.981653 -3.299939 -0.707 0.487 0.469
H -0.916309 4.212714 -3.898524 -0.968 -0.633 0.244
H -2.579663 1.601390 -3.861806 0.143 0.047 0.531
H 0.422658 1.649541 -4.336820 -0.925 0.204 -0.920
H -0.642563 0.328399 -4.230892 -0.218 -0.308 -0.773
H -0.932239 1.483242 -5.619789 0.240 -0.130 -0.451
H -1.714941 4.022474 -1.425027 0.346 -1.203 0.281
H 0.487840 3.028984 1.604530 -0.859 -0.743 -0.174
H -1.108510 5.413354 0.560773 0.009 -0.838 0.108
H 0.085275 5.249585 1.804912 -0.006 -0.137 0.667
H 0.556355 4.809949 0.197289 -0.962 0.306 0.581
H -2.591134 3.167001 1.706619 -1.194 0.206 -0.436
H -1.642046 2.008712 2.694758 -0.027 0.872 -1.000
H -1.561789 3.696691 3.030063 0.084 0.277 -0.400
H 1.672404 1.649893 0.834806 0.033 -1.630 -0.295
H 3.230705 -1.985345 -2.835974 -0.050 0.179 -0.106
H 3.379807 1.441501 -0.835588 0.284 -1.214 -0.058
H 5.405924 -0.238238 -2.305291 0.389 -0.092 -0.295
H 4.058569 0.496618 -3.179073 0.033 -0.033 -0.199
H 5.131922 1.503293 -2.325447 1.149 1.508 0.102
H 4.672735 -0.821212 0.682798 0.076 -0.019 -0.066
H 5.909564 0.156311 -0.272078 -1.359 -0.557 0.507
H 4.875352 0.982591 0.861478 -0.336 -1.037 -0.423
H -0.390205 -2.746058 -3.175614 0.279 -0.554 0.441
H 2.173155 -4.536535 -3.379572 -0.387 0.507 0.541
H 0.793142 -4.563870 -4.354580 -0.344 0.369 -0.168
H 1.883301 -3.164998 -4.357458 0.050 0.721 -0.762
H 0.937703 -4.864770 -1.356231 0.818 -0.357 0.490
H -0.443101 -3.949796 -0.777577 -0.470 0.204 0.680
H -0.575142 -5.035248 -2.231480 0.654 0.884 1.051
H 0.051608 -1.759125 4.508724 0.026 -0.325 -0.068
H 2.962954 -0.085570 2.442384 -0.091 -0.127 0.427
H 1.072530 1.066340 4.544286 1.056 0.423 0.144
H 2.900099 1.389237 4.764438 -0.841 -0.518 -0.389
H 2.025066 2.077951 3.397945 -0.050 -1.110 0.216
H 1.881119 -1.501263 5.030552 0.852 0.211 -0.692
H 2.978913 -2.218124 3.777079 -0.327 0.220 0.144
H 3.580665 -1.034437 4.934007 -0.689 0.133 -0.787
H -1.915900 -3.111403 3.783494 -0.291 0.671 -1.372
H -4.129653 -1.116899 3.357169 -0.794 0.356 -1.012
H -3.710015 -2.233069 4.588131 -0.330 -0.215 0.388
H -2.827123 -0.741458 4.406462 0.259 -0.165 0.015
H -3.996355 -2.871690 1.747161 1.131 -0.278 -0.256
H -2.387440 -3.115103 0.889216 0.037 0.224 -0.030
H -2.900823 -4.201989 2.140529 -0.140 -0.178 -0.384
Cl -5.914693 0.520862 0.455003 0.404 -0.309 -0.869
C -5.179937 -0.392647 -0.884846 -2.982 -0.297 -0.523
Cl -5.614608 -2.140414 -0.686880 0.445 1.049 -0.307
Cl -5.857155 0.228226 -2.554815 1.253 -0.664 2.025
C -3.689661 -0.284762 -0.870316 -4.340 0.946 -0.143
O -3.173652 0.534781 -0.067023 2.144 -0.383 -0.204
O -3.043477 -1.025822 -1.657880 2.915 -0.293 0.344
```
Forces are in eV/Å.

HOMO-LUMO gap (spin up / spin down) = 0.217 / 0.217 Eh
Max |F| = 4.444 eV Å⁻¹
2S+1 = 1
HOMO level (spin up / spin down) = -17.665 / -17.665 eV
Total charge = +3

No. 4
A molecular structure, C27H21AlBrN3O6PS, computed with ωB97M-V with the def2-TZVPD basis set.

The geometry in XYZ format:
```
61
Properties=species:S:1:pos:R:3:forces:R:3
Al 0.293869 -0.140276 0.464137 -0.684 -0.152 -0.092
N -1.799551 -1.175166 0.306594 0.298 -0.043 0.140
N -1.627305 -2.144980 -0.697999 -0.008 -0.005 -0.065
C -0.305291 -2.388070 -1.113804 0.022 0.202 -0.037
O -0.076934 -3.366000 -1.803854 -0.020 0.117 0.093
O 0.541861 -1.472999 -0.755151 0.169 -0.230 -0.119
H -1.784232 -1.616906 1.228683 -0.087 -0.020 0.072
H -2.669882 -0.684120 0.153026 0.004 0.142 -0.060
H -2.169707 -2.988994 -0.604377 -0.014 -0.085 0.039
O -0.600563 1.569734 2.608906 -0.110 -0.046 -0.054
C -0.568623 1.520859 1.385686 0.107 -0.041 0.141
C -1.031390 2.789317 0.664518 -0.036 -0.058 -0.141
C -1.372910 3.923943 1.400266 0.000 0.053 0.019
C -1.777875 5.080503 0.761617 0.011 -0.022 -0.051
C -1.839236 5.123443 -0.632666 -0.009 -0.001 0.053
C -1.496574 4.006440 -1.372213 0.020 0.006 0.002
C -1.098160 2.832499 -0.727339 -0.027 -0.035 0.022
P -0.644958 1.313320 -1.636449 -0.102 0.242 -0.231
C 0.306923 2.026192 -3.033841 0.069 -0.028 0.036
C -0.040970 1.922156 -4.376883 -0.045 0.070 -0.012
C 0.774079 2.472420 -5.360542 0.019 -0.009 0.031
C 1.944585 3.129076 -5.012423 -0.011 -0.005 0.055
C 2.299851 3.234969 -3.672023 -0.022 -0.002 -0.008
C 1.491579 2.684955 -2.689221 -0.001 -0.025 0.014
C -2.225969 0.786996 -2.396859 -0.045 -0.032 0.078
C -3.460383 1.329782 -2.040273 0.008 0.013 -0.061
C -4.639690 0.807606 -2.561907 0.043 -0.025 -0.020
C -4.600453 -0.258727 -3.449575 0.013 0.061 0.044
C -3.377231 -0.817713 -3.797470 0.010 0.002 -0.007
C -2.204188 -0.311074 -3.261800 0.061 -0.053 0.044
H -1.301034 3.866139 2.480490 -0.009 -0.024 -0.039
H -2.039844 5.958623 1.341205 0.003 -0.016 -0.021
H -2.151483 6.031123 -1.136342 0.020 -0.017 0.013
H -1.528747 4.040696 -2.456180 0.001 -0.010 0.022
H -0.958962 1.427943 -4.666774 0.008 -0.019 0.003
H 0.490517 2.384667 -6.402518 -0.014 0.000 0.012
H 2.578844 3.555814 -5.780493 -0.011 -0.012 0.016
H 3.213900 3.741783 -3.385079 -0.035 -0.027 0.004
H 1.790388 2.763779 -1.648619 0.001 -0.002 -0.074
H -3.504836 2.165784 -1.352284 0.004 -0.022 -0.020
H -5.590139 1.238865 -2.271813 0.008 0.001 -0.003
H -5.519538 -0.661097 -3.857702 0.009 -0.001 0.006
H -3.337228 -1.669290 -4.466329 0.010 0.027 0.028
H -1.259952 -0.796404 -3.490874 -0.040 0.034 -0.011
O 3.432873 2.765471 0.105678 -0.048 0.077 -0.118
S 3.124389 1.467693 0.706364 0.347 -0.086 0.190
N 1.951831 0.714551 0.278382 -0.070 0.096 -0.065
Br 0.051867 -4.638807 4.790807 -0.038 0.032 -0.008
C 1.608966 -3.941086 3.960135 0.041 0.014 -0.050
C 2.814435 -4.457084 4.419319 0.020 0.005 -0.003
C 4.012172 -4.006479 3.889148 -0.007 -0.024 0.039
C 4.007198 -3.030886 2.904277 -0.008 0.030 -0.021
C 2.802423 -2.509300 2.466259 0.007 -0.066 0.019
C 1.581317 -2.954376 2.976292 0.035 -0.041 -0.150
C 0.327166 -2.336218 2.390973 -0.278 0.373 0.539
O -0.745923 -2.924390 2.418567 0.076 -0.120 -0.284
O 0.491104 -1.133313 1.959403 0.401 -0.262 0.094
H 2.805855 -5.213137 5.192966 -0.011 0.021 -0.011
H 4.945757 -4.418270 4.254717 -0.028 0.008 -0.024
H 4.937356 -2.672344 2.481338 -0.027 -0.001 0.005
H 2.779122 -1.742354 1.704862 -0.002 0.041 -0.012
```
Forces are in eV/Å.

HOMO-LUMO gap = 0.276 Eh
Max |F| = 0.712 eV Å⁻¹
2S+1 = 1
HOMO level = -4.945 eV
Total charge = -1